(1)
The following is a quantum chemistry calculation of 6 unconnected molecules or ions with the total composition C41H57BFNO6P2, from the Open Molecules 2025 dataset.

Positions of all 109 atoms, in Å:
C: 3.02 -2.06 1.11
P: 1.64 -2.41 -0.04
C: 2.42 -2.64 -1.68
C: 0.77 -0.78 -0.06
O: 0.00 -0.65 -1.24
C: -0.12 0.69 -1.68
C: 1.09 1.03 -2.54
O: 1.37 2.41 -2.40
C: 2.56 2.80 -3.00
O: 3.54 2.95 -2.00
C: 4.81 2.41 -2.30
C: 4.84 0.90 -2.39
O: 4.55 0.37 -1.10
C: -1.43 0.79 -2.45
F: -1.32 1.87 -3.33
N: -2.61 0.96 -1.64
B: -2.64 2.04 -0.65
O: -2.44 1.80 0.71
O: -2.80 3.32 -1.07
P: -3.65 -0.34 -1.23
C: -4.74 -0.58 -2.69
C: -2.72 -1.91 -1.10
H: 3.52 -1.11 0.89
H: 2.60 -1.96 2.11
H: 3.74 -2.88 1.10
H: 3.11 -3.47 -1.61
H: 1.64 -2.91 -2.39
H: 2.97 -1.77 -2.04
H: 1.48 0.04 0.07
H: 0.10 -0.78 0.81
H: -0.07 1.37 -0.83
H: 0.94 0.75 -3.59
H: 1.94 0.46 -2.15
H: 2.87 2.07 -3.75
H: 2.38 3.75 -3.49
H: 5.46 2.70 -1.48
H: 5.23 2.87 -3.21
H: 5.83 0.61 -2.73
H: 4.11 0.52 -3.11
H: 4.94 -0.51 -1.05
H: -1.55 -0.10 -3.07
H: -3.11 1.21 1.06
H: -3.14 3.85 -0.34
H: -5.77 -0.56 -2.36
H: -4.56 -1.53 -3.19
H: -4.54 0.22 -3.40
H: -2.29 -1.98 -0.11
H: -3.47 -2.70 -1.20
H: -1.96 -2.08 -1.86
C: 0.75 -4.28 6.76
C: 1.05 -3.05 7.32
C: 1.12 -1.92 6.52
C: 0.89 -2.02 5.15
C: 0.60 -3.26 4.59
C: 0.53 -4.39 5.39
H: 0.69 -5.16 7.39
H: 1.23 -2.97 8.38
H: 1.35 -0.95 6.95
H: 0.95 -1.14 4.52
H: 0.43 -3.34 3.52
H: 0.30 -5.35 4.95
C: 2.70 -8.14 0.24
C: 2.87 -6.78 0.03
C: 1.95 -5.88 0.54
C: 0.85 -6.34 1.26
C: 0.68 -7.70 1.47
C: 1.60 -8.60 0.96
H: 3.42 -8.85 -0.15
H: 3.72 -6.43 -0.54
H: 2.06 -4.81 0.38
H: 0.14 -5.63 1.65
H: -0.17 -8.06 2.03
H: 1.47 -9.66 1.13
C: 5.28 -3.68 8.92
C: 6.18 -4.22 9.82
C: 6.18 -5.58 10.07
C: 5.27 -6.41 9.43
C: 4.36 -5.87 8.53
C: 4.36 -4.51 8.27
H: 5.28 -2.62 8.71
H: 6.89 -3.58 10.33
H: 6.89 -6.00 10.78
H: 5.27 -7.48 9.63
H: 3.65 -6.52 8.03
H: 3.66 -4.09 7.57
C: -7.19 6.15 -4.05
C: -6.53 5.22 -4.84
C: -5.53 4.43 -4.30
C: -5.17 4.57 -2.97
C: -5.83 5.52 -2.18
C: -6.83 6.30 -2.72
H: -7.97 6.77 -4.48
H: -6.81 5.11 -5.89
H: -5.02 3.70 -4.92
H: -4.39 3.96 -2.54
H: -5.55 5.64 -1.14
H: -7.34 7.04 -2.11
C: -3.12 8.41 -6.67
C: -3.03 9.74 -7.05
C: -3.98 10.65 -6.60
C: -5.01 10.23 -5.77
C: -5.11 8.90 -5.40
C: -4.16 7.98 -5.85
H: -2.39 7.69 -7.02
H: -2.23 10.07 -7.69
H: -3.90 11.69 -6.89
H: -5.74 10.94 -5.42
H: -5.91 8.56 -4.76
H: -4.24 6.94 -5.56

Computed properties:
Orbital gap, eV: 8.8
SMILES: CP(C)CO[C@@H](COCOCCO)[C@H](F)N(B(O)O)P(C)C.c1ccccc1.c1ccccc1.c1ccccc1.c1ccccc1.c1ccccc1
LUMO, eV: 0.49
Highest occupied orbital energy, eV: -8.32

Here are the Löwdin charges for atoms 1 to 8, given in e: -0.279 0.888 -0.278 -0.372 -0.184 -0.250 -0.132 -0.062


(2)
The following is a quantum chemistry calculation of a molecular structure, C41H57Cl5FIrN7O3PSb, from the Open Molecules 2025 dataset.

Positions of all 117 atoms, in Å:
Ir: 0.74 -1.30 0.37
F: -5.48 1.03 -0.26
C: -4.74 0.98 0.87
C: -3.69 0.11 0.92
C: -2.86 0.08 2.04
C: -1.64 -0.70 2.02
O: -1.28 -1.29 0.95
C: -0.86 -0.67 3.19
C: -1.24 0.11 4.25
N: -2.32 0.91 4.24
C: -2.55 1.81 5.35
C: -2.35 1.31 6.74
C: -3.74 1.58 6.24
C: -3.14 0.93 3.12
C: -4.23 1.81 3.05
C: -5.03 1.86 1.92
N: -6.08 2.81 1.87
C: -7.20 2.65 0.96
C: -8.28 3.68 1.34
N: -8.11 4.03 2.79
C: -6.83 4.80 3.02
C: -5.76 4.21 2.09
C: 0.37 -1.52 3.36
O: 0.76 -1.77 4.48
O: 0.93 -1.98 2.28
H: -3.47 -0.52 0.07
H: -0.62 0.13 5.14
H: -2.26 2.84 5.13
H: -1.91 2.00 7.45
H: -2.07 0.28 6.87
H: -4.27 2.45 6.61
H: -4.35 0.72 6.02
H: -4.45 2.45 3.88
H: -7.60 1.64 1.05
H: -6.94 2.82 -0.09
H: -9.28 3.30 1.19
H: -8.18 4.62 0.79
H: -8.06 3.17 3.33
H: -8.91 4.56 3.13
H: -6.57 4.69 4.07
H: -7.03 5.85 2.81
H: -4.78 4.32 2.55
H: -5.72 4.76 1.14
C: -0.59 -4.64 -1.72
Sb: 0.41 -3.94 0.02
C: 1.99 -5.35 0.14
C: -0.87 -4.64 1.55
H: -0.87 -5.68 -1.58
H: 0.06 -4.56 -2.58
H: -1.49 -4.04 -1.89
H: 1.55 -6.31 0.42
H: 2.71 -5.05 0.90
H: 2.48 -5.44 -0.82
H: -1.04 -5.71 1.43
H: -1.82 -4.11 1.49
H: -0.41 -4.44 2.51
Cl: -1.17 1.04 -1.14
C: -0.43 1.49 0.37
C: 0.60 0.72 0.89
C: 1.30 1.28 1.96
Cl: 2.77 0.53 2.49
C: 0.84 2.41 2.64
Cl: 1.65 2.97 4.05
C: -0.32 3.04 2.21
Cl: -0.98 4.36 3.10
C: -0.93 2.62 1.03
Cl: -2.32 3.45 0.43
N: 1.98 -1.03 -0.90
P: 3.12 -0.78 -2.03
N: 4.39 -1.80 -1.91
C: 4.16 -3.25 -2.04
C: 5.41 -3.93 -2.58
C: 6.61 -3.63 -1.69
C: 6.79 -2.13 -1.51
C: 5.50 -1.49 -0.99
N: 3.69 0.74 -1.91
C: 3.26 1.74 -0.94
C: 2.51 2.87 -1.63
C: 3.38 3.48 -2.74
C: 3.86 2.40 -3.71
C: 4.56 1.27 -2.97
N: 2.40 -1.15 -3.46
C: 3.16 -1.48 -4.68
C: 2.38 -2.49 -5.51
C: 0.99 -1.95 -5.85
C: 0.25 -1.54 -4.58
C: 1.08 -0.57 -3.75
H: 3.31 -3.41 -2.70
H: 3.91 -3.66 -1.06
H: 5.61 -3.58 -3.60
H: 5.23 -5.01 -2.64
H: 7.52 -4.07 -2.11
H: 6.46 -4.10 -0.71
H: 7.05 -1.67 -2.46
H: 7.59 -1.91 -0.81
H: 5.61 -0.41 -0.92
H: 5.27 -1.87 0.01
H: 4.15 2.13 -0.44
H: 2.64 1.26 -0.18
H: 2.24 3.63 -0.90
H: 1.58 2.48 -2.05
H: 4.24 3.97 -2.29
H: 2.83 4.25 -3.28
H: 4.55 2.83 -4.44
H: 3.02 1.99 -4.27
H: 5.47 1.64 -2.49
H: 4.85 0.46 -3.64
H: 4.14 -1.87 -4.41
H: 3.32 -0.57 -5.27
H: 2.29 -3.42 -4.95
H: 2.93 -2.71 -6.42
H: 0.41 -2.70 -6.40
H: 1.09 -1.08 -6.51
H: 0.04 -2.42 -3.97
H: -0.71 -1.07 -4.82
H: 0.58 -0.33 -2.81
H: 1.22 0.37 -4.31

Computed properties:
Orbital gap (alpha / beta), eV: 7.5 / 7.1
2S+1: 2
Total charge: +2
⟨S²⟩: 0.758
LUMO (alpha / beta), eV: -4.77 / -5.31
Highest occupied orbital energy (alpha / beta), eV: -12.26 / -12.44
ΔE to the lowest compared entry with this formula, charge and spin, eV: 0.000

Here are the Löwdin charges for atoms 1 to 8, given in e: 1.188 0.079 -0.205 0.067 -0.055 -0.288 -0.227 -0.040